C32H57N2O2P2Pb | ωB97M-V/def2-TZVPD

The geometry in XYZ format:
```
96
Properties=species:S:1:pos:R:3:forces:R:3
C -0.5728 -2.5165 -1.8724 -0.339 0.597 0.252
C 1.6338 -2.4910 -1.0616 -0.529 -0.387 -0.541
C -0.3665 -3.7287 -2.5390 0.281 -0.173 0.210
C 1.8432 -3.7829 -1.6209 0.404 0.584 0.438
C 0.8514 -4.3919 -2.3676 -0.387 0.022 -0.220
H -1.1809 -4.1412 -3.1311 0.269 -0.060 0.105
H 2.8215 -4.2352 -1.4676 -0.276 -0.084 -0.125
H 1.0112 -5.3721 -2.8179 0.007 0.289 0.107
N 0.3863 -1.9082 -1.1689 0.331 0.146 0.013
P -2.4941 -0.9173 -0.4739 -0.861 -0.587 -0.209
P 2.7190 -0.0737 -0.1113 1.368 0.167 0.323
C -1.9640 -1.8531 -1.9644 0.635 0.026 -0.431
H -1.9661 -1.1632 -2.8242 0.063 -0.199 0.252
H -2.7193 -2.6241 -2.1827 0.252 0.255 0.081
C -0.1423 2.9779 1.2400 -0.290 3.037 1.029
O -0.2425 4.0401 1.6451 0.255 -2.701 -0.987
C 2.7085 -1.7954 -0.4333 -0.199 -0.693 -0.239
H 3.6066 -2.3801 -0.2133 -0.301 0.160 0.129
C 3.4431 0.8134 -1.6323 -0.408 0.434 -0.453
C 3.7325 0.2256 1.4652 -0.252 0.210 -0.057
C -3.7836 0.4166 -0.9450 0.223 0.227 0.038
C -3.1543 -2.2894 0.6445 0.083 0.258 0.384
C 2.9724 2.2783 -1.5787 0.060 0.120 0.139
H 3.3702 2.8084 -0.7054 -0.087 -0.079 -0.287
H 3.3319 2.8014 -2.4771 -0.076 -0.148 0.219
H 1.8768 2.3443 -1.5565 0.266 0.029 -0.057
C 4.9755 0.7245 -1.6489 0.201 -0.082 0.206
H 5.4468 1.2934 -0.8375 -0.138 -0.200 -0.269
H 5.3260 -0.3167 -1.6173 -0.048 0.287 -0.039
H 5.3312 1.1641 -2.5945 -0.206 -0.122 0.232
C 2.8965 0.1502 -2.9057 -0.129 -0.240 0.039
H 3.2756 0.6982 -3.7832 -0.098 -0.132 0.339
H 3.2371 -0.8894 -2.9926 -0.074 0.218 -0.038
H 1.7993 0.1688 -2.9375 0.239 -0.045 -0.028
C 3.9650 1.7398 1.6212 0.088 0.058 0.028
H 3.0316 2.3171 1.5633 0.145 -0.119 0.026
H 4.4021 1.9256 2.6118 -0.090 -0.075 -0.212
H 4.6679 2.1367 0.8790 -0.196 -0.106 0.239
C 2.9039 -0.2854 2.6571 -0.142 -0.122 -0.044
H 1.9698 0.2757 2.7835 0.147 0.017 -0.064
H 2.6529 -1.3494 2.5527 0.075 0.132 0.043
H 3.4881 -0.1668 3.5819 -0.114 -0.036 -0.293
C 5.0672 -0.5277 1.4392 0.248 -0.100 -0.112
H 5.7182 -0.2261 0.6123 -0.178 -0.085 0.272
H 5.5982 -0.2962 2.3751 -0.157 -0.105 -0.232
H 4.9278 -1.6144 1.3964 0.052 0.196 0.084
C -3.5236 -1.6612 1.9979 -0.012 0.036 0.199
H -3.9250 -2.4512 2.6503 0.107 0.235 -0.147
H -2.6416 -1.2187 2.4831 -0.288 -0.191 -0.134
H -4.2916 -0.8841 1.9093 0.212 -0.261 0.093
C -2.0344 -3.3205 0.8709 0.139 0.012 -0.093
H -1.7972 -3.8810 -0.0421 -0.062 0.063 0.228
H -1.1112 -2.8589 1.2483 -0.128 -0.060 -0.025
H -2.3763 -4.0445 1.6258 0.071 0.221 -0.228
C -4.3669 -3.0043 0.0235 -0.230 0.025 -0.023
H -4.5316 -3.9363 0.5853 0.095 0.233 -0.167
H -5.2855 -2.4146 0.1050 0.304 -0.232 0.000
H -4.2177 -3.2755 -1.0300 -0.085 -0.026 0.281
C -3.7672 0.6696 -2.4590 0.093 -0.069 -0.212
H -4.1161 -0.2051 -3.0260 0.069 0.227 0.134
H -4.4571 1.4994 -2.6847 0.209 -0.266 0.138
H -2.7707 0.9569 -2.8196 -0.345 -0.098 0.090
C -3.3488 1.7019 -0.2066 -0.028 -0.025 0.112
H -2.3867 2.0760 -0.5840 -0.193 -0.035 0.017
H -4.1047 2.4841 -0.3735 0.239 -0.212 0.054
H -3.2637 1.5433 0.8788 -0.082 0.037 -0.191
C -5.2139 0.0545 -0.5274 -0.240 -0.073 0.057
H -5.5899 -0.8233 -1.0676 0.085 0.321 0.147
H -5.3149 -0.1043 0.5532 -0.058 0.049 -0.409
H -5.8665 0.9030 -0.7899 0.255 -0.232 0.052
Pb -0.0708 0.2480 0.2878 -0.434 -0.498 -0.409
N -0.3559 1.3480 -2.0730 -0.055 0.758 -1.955
C -0.3966 1.8842 -3.1122 0.136 -0.370 1.860
C -0.4191 2.7105 -4.3509 -0.030 -0.019 -0.367
C 0.7247 2.2556 -5.2629 0.452 -0.394 -0.007
C -1.7641 2.5206 -5.0601 -0.501 -0.280 0.107
C -0.2338 4.1724 -3.9304 0.087 0.303 0.583
H 1.6992 2.3920 -4.7735 -0.230 0.005 -0.145
H 0.6171 1.1948 -5.5266 0.036 0.234 0.005
H 0.7295 2.8338 -6.1945 -0.122 -0.044 0.286
H -2.5944 2.8632 -4.4286 0.168 -0.047 -0.179
H -1.7894 3.0952 -5.9931 0.150 -0.069 0.251
H -1.9324 1.4652 -5.3124 0.024 0.224 0.001
H -0.2680 4.8349 -4.8018 -0.008 -0.279 0.066
H -1.0270 4.4833 -3.2371 0.164 -0.025 -0.194
H 0.7334 4.3170 -3.4298 -0.205 0.003 -0.146
C -0.0562 -1.3444 4.6113 0.274 -0.294 -0.380
C -0.4104 -0.0468 3.9659 -0.293 0.077 -1.142
C -0.4071 1.1834 4.8100 -0.199 -0.012 0.213
O -0.7070 0.0168 2.7475 0.563 -0.083 1.255
H -0.8892 -1.6959 5.2391 0.178 0.190 -0.073
H 0.8190 -1.2119 5.2598 -0.250 0.001 0.014
H 0.1697 -2.1082 3.8560 -0.173 0.176 0.204
H 0.4707 1.8045 4.5715 -0.164 -0.214 0.049
H -1.3032 1.7786 4.6009 0.181 -0.067 0.046
H -0.3716 0.9069 5.8690 0.011 0.257 -0.205
```
Positions in Å, forces in eV/Å.

Values from the calculation:
- ΔE to the lowest compared entry with this formula, charge and spin: 0.0 kcal/mol
- Kohn-Sham gap (alpha / beta): 5.24 / 6.27 eV
- Highest occupied orbital energy (alpha / beta): -16.4 / -16.4 eV
- Net charge: +3

C32H24BrFN4O6Ti | ωB97M-V/def2-TZVPD

The geometry in XYZ format:
```
69
Properties=species:S:1:pos:R:3:forces:R:3
Ti 0.0075 -0.0174 -0.1998 0.085 -0.095 -0.588
O 1.2234 -0.3942 1.1380 -0.600 -1.073 -1.546
C 1.3436 -0.4910 2.4401 0.627 0.629 -0.071
C 2.1232 -1.5055 3.0055 0.217 -0.423 0.319
C 2.4204 -1.4567 4.3691 -0.062 -1.165 -0.772
C 1.8971 -0.4487 5.1449 0.234 0.188 0.326
C 1.1052 0.5199 4.5567 0.216 0.924 0.651
C 0.8276 0.5761 3.1910 -0.234 -0.916 0.947
C -0.0028 1.6373 2.6102 0.982 0.861 2.536
N -0.3653 1.6806 1.4214 -0.601 -0.011 -2.834
C -1.0994 2.8609 0.8770 -1.040 -1.954 1.190
C -1.3110 2.7395 -0.6415 -0.259 0.837 0.614
N -1.4170 1.3192 -0.9471 -0.757 0.631 -0.424
C -2.4160 0.9412 -1.6566 -0.833 1.417 -0.937
C -3.0151 -0.3388 -1.7753 0.622 0.269 1.130
C -4.2293 -0.4864 -2.4468 -0.262 -0.364 -0.220
C -5.1015 -1.4598 -2.0394 0.247 -0.129 0.344
C -4.7274 -2.3153 -0.9751 0.145 1.160 -0.636
C -3.5661 -2.1323 -0.2777 -0.906 -0.736 -0.473
C -2.7082 -1.1247 -0.6595 0.509 -0.429 0.180
O -1.6411 -0.9040 0.0654 0.825 -0.151 0.524
H 2.4989 -2.3386 2.3887 -0.240 0.725 0.194
H 3.0156 -2.2688 4.8224 -0.264 0.621 -0.316
H 2.1858 -0.4168 6.1926 -0.350 0.225 -0.133
H 0.8013 1.3332 5.2026 -0.339 0.140 -0.042
H -0.2323 2.4906 3.3305 0.152 -0.857 -0.782
H -0.5763 3.7201 1.2105 0.386 1.144 -0.105
H -2.0813 2.7993 1.4038 0.419 0.374 -0.523
H -0.4530 3.1442 -1.1631 0.154 0.139 -0.124
H -2.2352 3.3614 -0.8788 1.041 -1.024 -0.079
H -3.0731 1.7085 -2.0992 0.517 0.138 0.071
H -4.4762 0.1584 -3.2849 -0.003 0.140 0.214
H -6.0883 -1.4725 -2.4607 -0.213 -0.439 -0.272
H -5.3516 -3.0966 -0.6547 -0.965 -0.858 0.196
H -3.3417 -2.8186 0.5071 0.396 -0.075 0.549
Br 0.7787 -3.5501 0.0162 -0.928 0.111 -0.308
C -0.6642 -3.5162 -1.3055 1.141 0.997 0.601
C -1.4859 -4.5761 -1.3917 -0.238 -0.058 -0.232
C -2.3304 -4.7850 -2.5215 0.963 0.543 0.029
C -2.1130 -4.0350 -3.6242 1.505 1.246 0.741
C -1.1786 -2.8986 -3.4968 -0.745 0.558 -1.649
C -0.9554 -2.0976 -4.6582 -0.452 1.411 0.507
C -0.2802 -0.8526 -4.5657 -1.071 -3.388 1.328
C 0.2043 -0.4536 -3.3087 0.355 0.432 0.301
C -0.0361 -1.1482 -2.1345 0.624 -0.510 0.440
C -0.6066 -2.4456 -2.2753 -0.516 -1.261 -0.164
H -1.4431 -5.3337 -0.6463 0.023 -0.446 0.529
H -2.9610 -5.6285 -2.5139 -0.790 -0.801 -0.081
H -2.5470 -4.2354 -4.5917 -0.148 0.034 -0.017
H -1.5108 -2.3936 -5.5651 0.623 0.259 0.317
H -0.2229 -0.2864 -5.4326 0.489 1.169 -1.357
H 0.8448 0.4274 -3.2045 -0.628 0.058 -0.312
F 5.0679 0.9691 3.4129 0.552 -0.980 0.312
C 4.3182 1.8204 2.7517 0.315 0.630 0.477
C 4.0957 1.7092 1.4564 -1.190 -0.245 -1.767
N 3.2950 2.6264 0.7565 0.101 -0.349 0.827
C 3.0404 2.5742 -0.7021 2.191 -0.147 0.070
C 2.4692 1.2220 -1.0163 0.479 -0.628 -0.100
O 3.1574 0.2193 -1.1221 -0.455 0.677 0.033
O 1.1749 1.2953 -1.0790 -0.738 -0.637 0.101
C 2.8181 3.7024 1.4253 -0.955 2.341 -2.710
O 2.2343 4.6098 0.7908 0.275 -1.025 1.670
N 3.1065 3.8020 2.7417 0.000 0.931 2.192
C 3.9130 2.9790 3.5286 0.011 -0.705 -0.643
O 4.2411 3.1841 4.6704 -0.445 0.510 -0.070
H 4.3740 0.8510 0.8666 0.334 -0.150 0.016
H 4.0296 2.6965 -1.1742 -0.356 -0.144 -0.067
H 2.4089 3.3865 -1.0314 -0.140 0.009 0.470
H 2.8228 4.6577 3.2268 -0.034 -0.307 -0.592
```
Positions in Å, forces in eV/Å.

Values from the calculation:
- ΔE to the lowest compared entry with this formula, charge and spin: 24.9 kcal/mol
- Kohn-Sham gap: 7.45 eV
- Highest occupied orbital energy: -7.8 eV
- Net charge: 0

C29H23AlBrF4NPS2 | ωB97M-V/def2-TZVPD

The geometry in XYZ format:
```
62
Properties=species:S:1:pos:R:3:forces:R:3
Al 1.1561 -1.5199 0.5613 0.562 0.051 -0.012
S 1.6282 -3.6485 1.5326 0.432 0.331 0.235
C -0.0082 -3.6289 1.1274 -0.792 0.141 -0.040
N -0.5382 -2.4951 0.6144 0.900 -0.684 0.238
C -1.8783 -2.6629 0.2896 -0.520 -0.198 -0.206
C -2.7121 -1.7546 -0.3503 0.181 -0.092 -0.070
C -4.0266 -2.1036 -0.5866 0.115 0.026 -0.018
C -4.5188 -3.3472 -0.2080 -0.030 -0.038 0.027
C -3.6955 -4.2789 0.3942 -0.009 0.030 -0.056
C -2.3765 -3.9313 0.6257 0.205 0.111 0.058
S -1.1115 -4.9360 1.3035 -0.013 0.484 -0.148
H -2.3246 -0.8038 -0.6754 -0.029 0.156 -0.027
H -4.6738 -1.3972 -1.0797 -0.104 0.079 -0.077
H -5.5483 -3.5926 -0.4058 -0.157 -0.065 -0.011
H -4.0628 -5.2555 0.6610 -0.072 -0.144 0.043
F 1.7548 4.1870 5.4044 -0.036 -0.083 -0.175
C 1.4504 3.4678 4.3388 -0.084 -0.203 -0.294
C 0.7979 4.0557 3.2526 0.034 -0.202 0.005
F 0.4860 5.3429 3.2810 0.046 -0.178 0.014
C 0.4745 3.2749 2.1457 0.066 -0.233 0.041
F -0.1587 3.8279 1.1131 0.061 0.274 0.213
C 0.7919 1.9202 2.0816 0.136 -0.296 0.020
P 0.2757 0.8834 0.6533 -0.233 1.116 0.138
C -1.5094 1.2410 0.6439 0.124 -0.422 -0.043
C -2.2500 0.5866 1.6274 0.127 0.169 0.017
C -3.6225 0.7360 1.6693 -0.023 0.119 0.100
C -4.2575 1.5257 0.7211 0.008 -0.051 0.013
C -3.5224 2.1630 -0.2660 0.011 0.035 -0.006
C -2.1440 2.0330 -0.3058 0.093 -0.108 0.079
C 0.9761 1.7140 -0.7905 -0.007 -0.222 -0.078
C 0.5174 1.2402 -2.0195 0.066 0.035 0.160
C 1.0596 1.7216 -3.1946 -0.007 -0.018 -0.079
C 2.0772 2.6636 -3.1491 -0.013 -0.016 0.033
C 2.5461 3.1226 -1.9293 0.078 0.023 -0.007
C 2.0046 2.6482 -0.7463 -0.165 -0.128 0.086
C 1.4434 1.3561 3.1738 0.018 0.048 0.000
Br 1.8662 -0.5009 3.1563 0.104 0.073 0.278
C 1.7757 2.1108 4.2918 -0.118 -0.080 -0.277
F 2.3956 1.5431 5.3157 0.005 0.124 0.101
H -1.7403 -0.0365 2.3561 -0.076 -0.055 0.020
H -4.1952 0.2382 2.4357 -0.077 -0.060 0.072
H -5.3290 1.6473 0.7523 -0.120 -0.016 -0.001
H -4.0170 2.7713 -1.0070 -0.080 0.084 -0.044
H -1.5704 2.5485 -1.0610 0.021 0.027 -0.066
H -0.2629 0.4885 -2.0397 -0.069 -0.053 -0.132
H 0.6969 1.3578 -4.1431 -0.031 -0.035 -0.110
H 2.5099 3.0329 -4.0652 0.038 0.050 -0.100
H 3.3449 3.8474 -1.8940 0.061 0.070 -0.012
H 2.3887 3.0010 0.2005 0.026 0.032 0.048
C 4.0540 -2.0790 -2.5846 -0.104 -0.160 0.176
C 2.8809 -2.3464 -1.6461 -0.006 0.194 0.028
C 1.5879 -2.4461 -2.4458 0.125 -0.117 0.256
C 2.7680 -1.2418 -0.5744 -0.105 -0.041 -0.074
H 4.1528 -2.8834 -3.3097 0.056 -0.066 -0.120
H 4.9866 -2.0048 -2.0313 0.126 0.035 0.026
H 3.8962 -1.1479 -3.1262 0.016 0.133 -0.067
H 3.0513 -3.3042 -1.1417 -0.030 0.048 -0.024
H 1.4322 -1.5390 -3.0264 -0.074 0.136 -0.080
H 0.7348 -2.5715 -1.7656 -0.144 -0.106 -0.191
H 1.6121 -3.2944 -3.1257 -0.121 -0.052 -0.084
H 2.8006 -0.2643 -1.0708 -0.116 -0.059 0.029
H 3.6796 -1.2817 0.0414 -0.276 0.046 0.175
```
Positions in Å, forces in eV/Å.

Values from the calculation:
- ΔE to the lowest compared entry with this formula, charge and spin: 13.6 kcal/mol
- Kohn-Sham gap: 8.47 eV
- Highest occupied orbital energy: -11.3 eV
- Net charge: +1

C16H20N4O4 | ωB97M-V/def2-TZVPD

The geometry in XYZ format:
```
44
Properties=species:S:1:pos:R:3:forces:R:3
N -1.5289 3.6814 -1.1437 1.215 0.417 -0.834
C -1.4713 2.3775 -1.6364 -1.629 0.071 -0.227
O -0.5243 1.8860 -2.2133 0.121 0.678 0.281
C -2.7348 1.5111 -1.4073 1.006 -1.061 -1.403
C -2.9614 1.2341 0.0490 0.762 0.049 0.770
C -2.1469 0.0734 0.6215 -0.477 -1.784 -1.864
N -2.4426 -1.1195 -0.2408 0.932 0.381 0.671
C -1.5892 -2.1387 -0.5434 2.433 -1.090 0.236
O -1.8891 -3.1570 -1.1214 -1.819 -0.211 -0.784
C -0.0327 -2.1118 -0.2342 -1.041 -0.649 -0.711
N 0.6157 -3.4422 -0.1598 -1.125 -0.642 0.778
C 0.6743 -1.3649 -1.3964 -0.365 -1.091 -0.137
C 1.9792 -0.9217 -0.9244 2.756 -0.172 0.817
C 3.0689 -1.7872 -0.7877 -1.227 1.591 -0.496
N 4.0574 -1.1673 -0.0626 0.625 0.544 1.414
C 3.5989 0.0443 0.4518 -0.528 0.611 -1.334
C 4.1262 1.0208 1.3296 0.443 -1.687 -0.008
C 3.4086 2.1607 1.5629 -0.135 0.861 -0.508
C 2.3110 2.5086 0.7661 -1.207 -0.049 -0.318
C 1.7809 1.5492 -0.0818 -2.087 -0.038 -0.896
C 2.3525 0.2885 -0.1952 0.538 -0.882 0.314
C -2.5195 -0.1651 2.0789 1.959 2.857 0.437
O -2.3153 0.6819 2.9203 -0.173 0.481 -0.297
O -2.9607 -1.3181 2.3929 -1.639 -3.201 0.843
H -2.4336 4.1995 -1.0584 1.468 -0.906 -0.123
H -0.6422 4.2221 -1.3737 -1.937 -0.725 0.454
H -3.6300 1.9623 -1.8464 0.206 0.128 -0.008
H -2.5113 0.5331 -1.9774 -0.484 1.621 0.775
H -2.7897 2.1386 0.6172 0.121 0.097 0.373
H -3.9551 0.9408 0.2518 -1.519 -0.103 -0.049
H -1.0813 0.1988 0.4777 0.327 0.502 0.628
H -3.3041 -1.1712 -0.7417 -0.675 -0.065 0.056
H 0.0425 -1.6390 0.7201 0.849 0.596 0.629
H 0.2280 -4.0941 -0.8692 0.103 0.931 0.463
H 0.4316 -3.9251 0.7468 0.118 0.766 -0.917
H 0.8031 -2.0659 -2.2521 -0.213 0.128 0.683
H 0.0533 -0.6035 -1.7948 -0.504 1.169 -0.206
H 3.1348 -2.7916 -1.1708 0.265 0.026 0.113
H 5.0161 -1.4472 0.0849 -0.408 -0.422 -0.110
H 5.0378 0.8179 1.8920 -0.175 0.061 -0.103
H 3.7185 2.8436 2.3278 0.354 0.287 0.202
H 1.7808 3.4843 0.8147 0.660 -0.756 0.306
H 0.8281 1.6657 -0.7037 1.671 0.393 1.111
H -3.1923 -1.3497 3.3573 0.435 0.286 -1.017
```
Positions in Å, forces in eV/Å.

Values from the calculation:
- SMILES string: NC(=O)CC[C@H](NC(=O)[C@@H](N)Cc1c[nH]c2ccccc12)C(=O)O
- ΔE to the lowest compared entry with this formula, charge and spin: 51.1 kcal/mol
- Kohn-Sham gap: 7.76 eV
- Highest occupied orbital energy: -7.3 eV
- Net charge: 0

Number 1: energy -2388.144907 Eh. Number 2: energy -5427.763536 Eh. Number 3: energy -5527.168209 Eh. Number 4: energy -1141.706093 Eh.